(1)
Computed, not measured: a molecular structure, C32H63GeInN2O6Sb2, with the ωB97M-V functional and the def2-TZVPD basis.

Results
- E_HOMO (spin up / spin down): -15.2915 / -15.5409 eV
- Lowest unoccupied orbital energy (spin up / spin down): -9.326 / -9.329 eV
- Charge: +3
- <S²>: 0.76
- 2S+1: 2

Last column: Mulliken spin population.
Cartesian coordinates (Å):
Sb -1.839 2.444 -2.087  0.0011
Sb 2.839 0.991 -2.775  0.0034
In 0.127 -0.347 0.129  0.0063
Ge 1.538 -2.049 2.299  0.7254
O -0.256 -2.026 2.379  0.1100
O -1.856 -0.209 -2.476  0.0061
O 1.661 -0.260 2.071  -0.0485
O -1.364 2.421 0.556  0.0011
O -3.123 1.089 -0.707  0.0076
O 1.715 -2.305 0.519  0.1036
N -3.480 -1.729 -2.935  0.0001
N -2.659 2.937 2.354  0.0003
C 2.072 2.055 2.339  0.0043
C 4.291 -0.386 -3.528  0.0001
C 0.633 0.819 3.984  -0.0007
C -1.119 -3.191 2.497  -0.0015
C 0.963 1.159 -7.928  0.0001
C -2.904 4.146 -1.348  0.0002
C 4.179 2.060 -1.501  0.0003
C -2.340 -2.724 3.273  0.0062
C -3.560 1.523 0.584  0.0003
C -3.941 2.866 3.053  0.0000
C -3.296 2.200 -3.638  0.0002
C 3.109 0.385 3.899  0.0028
C 1.870 0.754 3.100  0.0155
C 4.023 -2.596 -0.106  -0.0067
C 2.120 -3.246 -1.614  -0.0059
C 2.405 2.089 -5.628  -0.0002
C -3.859 -0.021 -1.227  -0.0004
C 2.628 -3.198 -0.181  0.0404
C 1.080 2.606 -5.969  0.0003
C 0.550 3.675 -5.340  0.0003
C 0.377 2.069 -7.120  -0.0002
C -2.692 -2.392 -3.970  -0.0003
C -0.397 -4.302 3.248  0.0366
C -1.499 -3.639 1.091  0.0030
C -2.430 2.353 1.187  0.0015
C -2.985 -0.682 -2.288  0.0004
C 3.119 2.472 -4.429  0.0006
C 2.969 1.165 -6.511  -0.0003
C 2.587 -4.575 0.460  0.0314
C 2.280 0.725 -7.619  0.0000
C -1.646 3.802 2.959  0.0001
C -4.819 -2.274 -2.725  -0.0001
H 3.970 0.798 -6.323  0.0000
H -0.775 3.846 2.316  -0.0002
H -3.039 -3.547 3.420  0.0023
H 3.971 0.272 3.240  0.0042
H -4.315 2.223 -3.252  0.0001
H 3.694 2.951 -1.107  -0.0001
H -4.036 -0.727 -0.411  -0.0004
H -2.057 4.803 3.089  0.0000
H 3.834 -1.096 -4.215  -0.0001
H 4.454 1.411 -0.669  -0.0001
H -4.494 2.081 0.502  0.0000
H -2.307 4.700 -0.628  0.0000
H -4.449 1.922 2.869  0.0000
H -3.187 3.078 -4.282  0.0000
H 1.191 2.284 1.731  -0.0038
H 4.198 2.459 -4.576  0.0000
H 2.762 0.018 -8.284  0.0000
H 1.108 -3.652 -1.648  -0.0002
H 0.749 1.599 4.737  -0.0018
H -0.611 2.455 -7.337  0.0000
H 2.231 2.879 3.036  0.0021
H -0.092 -3.961 4.239  0.0020
H 3.245 -5.261 -0.075  -0.0019
H 0.486 -4.640 2.696  -0.0213
H 0.466 -0.127 4.502  0.0065
H -2.855 -1.928 2.729  -0.0029
H 0.462 0.782 -8.807  0.0000
H -4.591 3.693 2.765  0.0000
H -3.130 1.307 -4.235  -0.0001
H 1.578 -4.988 0.436  0.0021
H -3.209 -2.317 -4.927  0.0001
H -5.292 -1.863 -1.839  0.0000
H -1.049 -5.166 3.374  -0.0001
H -3.858 3.870 -0.899  0.0000
H -3.727 0.640 1.206  -0.0005
H -0.253 1.038 3.381  -0.0065
H 4.379 -2.567 0.927  0.0085
H 1.064 4.204 -4.549  0.0000
H 4.015 -1.574 -0.492  -0.0093
H -3.752 2.931 4.122  0.0000
H -5.450 -2.068 -3.590  0.0000
H -2.576 -3.446 -3.718  0.0000
H -0.404 4.080 -5.655  0.0000
H 5.098 0.150 -4.025  0.0000
H -2.205 -4.469 1.132  -0.0024
H -4.820 0.312 -1.623  0.0001
H 2.958 -0.549 4.448  -0.0114
H 2.944 1.984 1.689  0.0002
H -1.718 -1.921 -4.040  0.0001
H -4.747 -3.354 -2.598  0.0000
H -2.047 -2.340 4.250  -0.0008
H 2.765 -3.880 -2.223  0.0017
H 4.711 -0.937 -2.688  0.0003
H -1.366 3.407 3.935  0.0000
H 4.733 -3.186 -0.685  -0.0011
H -1.973 -2.814 0.549  -0.0020
H 2.934 -4.535 1.497  -0.0122
H -3.126 4.783 -2.206  0.0000
H 5.082 2.340 -2.041  0.0001
H 2.814 3.413 -3.980  0.0000
H -0.619 -3.959 0.532  0.0032
H 3.335 1.160 4.631  -0.0010
H 2.112 -2.243 -2.049  0.0015

***

(2)
Computed, not measured: C5H5ClS2 in the gas phase, with the ωB97M-V functional and the def2-TZVPD basis.

Results
- E_HOMO: -8.0873 eV
- Lowest unoccupied orbital energy: 0.757 eV
- 2S+1: 1

Last column: Löwdin charge in e.
Cartesian coordinates (Å):
Cl -3.495 -0.006 -0.789  0.6119
S 0.776 -1.479 -0.764  0.8784
S 0.773 1.479 -0.772  0.8791
C -0.303 -0.004 -0.691  -0.8636
C -2.461 0.008 0.607  -0.5352
C -1.127 0.010 0.549  -0.2887
C 2.178 -0.670 -0.068  -0.5121
C 2.182 0.666 -0.078  -0.5080
H -0.576 0.020 1.487  0.1140
H -0.934 -0.035 -1.582  0.0416
H -3.000 0.016 1.517  0.0492
H 2.982 1.283 0.282  0.0595
H 3.007 -1.288 0.300  0.0739

***

(3)
Computed, not measured: 40 unconnected molecules or ions with the total composition H80O40, with the ωB97M-V functional and the def2-TZVPD basis.

Results
- E_HOMO: -10.4171 eV
- Lowest unoccupied orbital energy: -0.732 eV
- 2S+1: 1

Last column: Löwdin charge in e.
Cartesian coordinates (Å):
O 0.081 -0.374 2.934  -0.0659
O 5.101 -0.265 -1.010  0.0878
O -1.215 0.130 -6.524  -0.0117
O 5.526 -0.971 3.058  0.0226
O -5.462 1.357 3.861  0.1090
O 1.681 -4.706 -1.155  -0.0326
O -2.771 -1.979 -3.088  -0.0935
O 5.753 -3.171 0.685  -0.0160
O 2.943 -3.300 0.447  -0.0225
O -2.884 -4.798 0.464  -0.0120
O -0.368 -0.157 5.427  -0.0511
O 0.652 -1.991 0.501  -0.1748
O 1.014 -1.901 -5.235  -0.0947
O 1.555 2.962 0.914  -0.1082
O -2.197 -2.386 -0.426  -0.1550
O -1.002 3.364 -2.108  -0.0589
O 5.257 2.715 1.361  -0.0543
O 1.415 -4.015 -3.543  -0.0500
O 1.590 5.061 3.170  0.0484
O 1.871 4.302 -3.044  -0.0975
O -0.323 -1.372 -1.672  -0.0446
O 0.688 -3.219 2.976  -0.0998
O 2.990 2.189 -0.988  -0.1179
O -1.885 -3.254 -5.764  -0.0419
O 0.296 6.544 -0.379  -0.0564
O 2.621 1.853 3.995  0.0074
O -0.643 3.976 2.332  -0.0580
O -3.321 -4.019 -2.276  -0.1105
O -2.569 -1.302 2.180  0.0458
O -5.719 2.241 -1.784  -0.1053
O 2.563 -0.606 -2.930  -0.0292
O -3.094 3.510 3.076  -0.0428
O -4.487 1.792 1.494  -0.0066
O 0.429 0.596 -4.315  0.0744
O -2.047 3.339 0.103  -0.0647
O 3.003 -0.742 0.192  -0.1819
O 1.536 -2.072 5.429  -0.0088
O -4.921 -1.284 -1.364  -0.1443
O -2.787 1.412 -1.771  -0.1045
O -2.674 1.436 4.393  0.0650
H 6.011 3.276 1.288  0.0242
H -1.231 -2.077 -0.150  0.0895
H -3.419 -4.882 -1.910  0.0229
H 1.174 0.536 -3.822  -0.0217
H -5.351 2.738 -2.582  0.0894
H 0.953 4.473 3.040  -0.0963
H 3.429 1.510 3.644  0.0192
H -0.607 6.064 -0.399  0.0825
H -2.601 -2.154 -1.299  -0.0081
H -3.334 -1.324 1.728  -0.0230
H -1.940 -2.295 -3.378  0.0027
H 0.901 -2.396 4.860  -0.0656
H -3.023 2.650 3.349  -0.0806
H -1.652 4.127 0.310  -0.0350
H -1.341 2.603 0.157  0.1025
H -5.208 2.033 3.431  -0.0908
H 5.145 -1.069 -1.314  -0.0246
H 0.833 -4.557 -0.638  0.1048
H -4.619 -0.249 -1.544  0.0710
H 5.204 -0.275 2.548  -0.0175
H 5.004 -3.164 0.096  -0.0061
H -0.503 0.433 -6.135  -0.1087
H 2.430 1.090 4.475  -0.0041
H -3.976 -1.732 -1.561  0.0396
H -4.904 0.949 4.358  -0.0655
H -1.838 -1.150 1.689  -0.0498
H -1.448 3.565 2.710  0.0192
H -0.988 -0.664 5.060  -0.0428
H -2.662 -3.958 0.862  0.0234
H 1.675 -3.377 -4.307  0.0795
H -0.134 3.738 -2.075  0.0092
H 2.357 4.793 3.525  -0.0210
H -1.254 -0.839 -6.153  0.0729
H 2.068 -0.937 -2.172  0.0090
H 2.565 1.284 -0.699  0.0589
H 0.561 -1.447 -1.285  -0.0114
H -3.526 3.408 2.181  0.0678
H -5.705 1.227 -1.883  0.0545
H 3.234 -3.598 1.252  0.0447
H -0.842 -0.235 6.389  0.1821
H 1.374 -2.455 1.152  0.0989
H 0.652 -4.478 -3.779  0.0232
H -5.354 1.698 1.583  -0.0280
H 1.621 -4.167 -1.909  -0.0460
H -3.737 1.333 -1.509  -0.0079
H 2.800 -1.414 -3.435  0.0702
H -0.845 4.745 2.797  0.0295
H -2.345 1.416 5.222  0.0145
H 1.037 6.063 -0.110  -0.0132
H -2.120 -5.094 0.086  -0.0241
H 1.243 -1.237 5.712  -0.0232
H -2.571 -3.768 -1.559  0.0853
H -2.748 0.590 4.080  0.0101
H 5.715 1.966 0.864  0.0736
H 4.648 0.220 -1.540  -0.0620
H 3.451 -1.662 0.075  0.0453
H 1.136 -1.513 -6.120  0.0824
H 2.532 3.557 -3.133  0.0578
H -3.290 -2.634 -3.629  0.0865
H -4.234 0.865 1.165  0.1075
H 3.825 -0.032 0.197  0.1053
H 0.281 -3.800 3.695  0.0946
H 4.825 -1.320 3.538  0.0096
H 0.857 -0.234 2.298  0.0951
H 1.255 -1.463 -0.197  0.0559
H 2.136 3.290 1.802  0.1403
H -2.035 -3.832 -4.911  0.1017
H -0.004 0.358 3.529  0.0144
H -0.440 -0.465 -1.375  0.0733
H 0.909 3.607 0.720  -0.0268
H -0.059 1.118 -3.851  -0.0438
H 3.272 2.521 -0.105  0.0108
H -1.052 -2.881 -5.741  -0.0602
H 1.743 5.008 -3.719  0.0662
H -2.469 2.364 -1.634  0.0247
H 0.376 -1.303 -4.705  0.0675
H -0.923 2.522 -2.622  0.0516
H 2.708 -3.904 -0.207  -0.0247
H 5.935 -2.264 0.776  -0.0111
H 0.262 -2.335 3.233  0.0337

***

(4)
Computed, not measured: a molecular structure, C12H17IIrN2, with the ωB97M-V functional and the def2-TZVPD basis.

Results
- E_HOMO (spin up / spin down): -12.5250 / -16.2389 eV
- Lowest unoccupied orbital energy (spin up / spin down): -6.370 / -10.809 eV
- Charge: +2
- <S²>: 8.79
- 2S+1: 6

Last column: Mulliken spin population.
Cartesian coordinates (Å):
Ir 1.094 -0.055 -1.138  1.2097
I 1.134 2.589 -1.167  0.9557
N -1.016 0.135 -1.356  0.1688
N 0.366 0.095 0.874  0.4458
C -1.745 0.382 -0.135  0.2128
C -1.564 0.533 2.306  -0.0652
C -3.673 0.987 1.138  0.1834
C 0.624 0.176 3.247  0.1150
C -3.079 0.742 -0.113  0.1412
C -0.726 0.423 3.432  0.3630
C 1.930 -0.180 -2.933  0.1926
C 0.883 -2.096 -0.980  -0.0173
C 1.149 0.040 1.955  0.1330
C -0.977 0.303 1.022  0.1121
C 3.011 -0.172 -1.619  0.1650
C -2.944 0.872 2.318  0.3833
H 2.214 -0.109 1.770  0.0327
H 3.576 -1.100 -1.779  0.0161
H 2.698 -0.253 -0.530  0.0904
H -3.416 1.051 3.286  0.0001
H 1.882 -2.553 -0.910  0.0003
H 2.201 0.689 -3.533  0.0036
H 0.369 -2.485 -1.872  0.0029
H 3.631 0.717 -1.727  0.0069
H 0.303 -2.358 -0.086  -0.0004
H -1.159 0.543 4.424  0.0117
H -1.245 0.886 -2.011  -0.0009
H 2.148 -1.127 -3.440  0.0111
H -4.725 1.270 1.182  0.0089
H -3.634 0.824 -1.049  0.0167
H -1.422 -0.687 -1.805  0.0057
H 0.801 -0.169 -2.857  0.0891
H 1.310 0.090 4.084  0.0063

***

(5)
Computed, not measured: C3H3NO2 in the gas phase, with the ωB97M-V functional and the def2-TZVPD basis.

Results
- E_HOMO: -9.6314 eV
- Lowest unoccupied orbital energy: 0.301 eV
- 2S+1: 1

Last column: Löwdin charge in e.
Cartesian coordinates (Å):
O -0.287 -1.628 -0.968  -0.0805
O -0.138 2.498 1.715  0.1526
N -0.980 0.273 1.323  0.2724
C -0.304 1.448 1.288  -0.4870
C 0.341 -0.378 -0.831  -0.2331
C -0.119 0.394 0.314  -0.0766
H 0.055 0.195 -1.822  0.1724
H -0.054 -2.156 -0.163  0.1151
H 1.486 -0.646 -0.855  0.1648

***

(6)
Computed, not measured: 2 unconnected molecules or ions with the total composition C6H13N2, with the ωB97M-V functional and the def2-TZVPD basis.

Results
- E_HOMO: -11.5792 eV
- Lowest unoccupied orbital energy: -5.693 eV
- Charge: +1
- 2S+1: 1

Last column: Löwdin charge in e.
Cartesian coordinates (Å):
N -0.499 -1.183 -1.038  0.0573
N 1.216 1.014 1.560  -0.1101
C -0.072 -1.812 0.014  0.2107
C -0.975 -1.843 -2.221  -0.1281
C -0.137 2.768 0.431  -0.0092
C -1.108 -1.177 -3.364  0.1128
C 0.981 0.051 2.651  -0.1200
C 0.481 2.207 1.508  -0.2410
H -0.453 -0.152 -1.079  0.1694
H -0.812 -0.157 -3.369  0.0685
H 0.017 -0.595 2.615  0.0913
H 1.369 0.663 0.607  0.0994
H 1.789 -0.652 2.788  0.0773
H 0.433 -1.277 0.781  0.0511
H 0.367 2.764 2.450  0.1179
H -1.183 -2.912 -1.976  0.1440
H -0.151 2.385 -0.611  0.0416
H -0.550 3.733 0.651  0.0394
H -1.481 -1.563 -4.338  0.1109
H 0.842 0.652 3.546  0.0853
H -0.229 -2.868 0.164  0.1314

***

| no. | largest force on an atom (eV Å⁻¹) |
| --- | --- |
| 1 | 0.25 |
| 2 | 1.43 |
| 3 | 10.71 |
| 4 | 5.86 |
| 5 | 4.52 |
| 6 | 1.74 |